Entry 1:
Entry from OMol25: a molecular structure, C24H50AgBr4Cl3F3FeO9S at a distorted geometry (ωB97M-V with the def2-TZVPD basis set).

Structure (XYZ):
```
96
Properties=species:S:1:pos:R:3
Ag -0.69 3.34 -0.18
Fe -3.71 0.86 -0.10
O -2.90 -1.10 -2.94
H -2.54 -0.31 -3.47
H -3.38 -0.84 -2.07
H -3.56 -1.58 -3.47
C -4.31 -2.57 0.67
C -4.15 -2.37 -0.84
C -5.43 -2.69 -1.56
O -3.76 -1.03 -1.09
H -3.36 -2.36 1.19
H -4.54 -3.63 0.82
H -5.06 -1.94 1.16
H -3.36 -3.05 -1.18
H -5.41 -2.44 -2.62
H -6.25 -2.17 -1.06
H -5.65 -3.76 -1.49
C -0.53 -0.43 1.55
C -0.49 0.52 0.37
C -0.01 -0.16 -0.93
O -1.66 1.25 0.20
H -1.26 -1.23 1.39
H -0.82 0.16 2.42
H 0.36 -0.96 1.90
H 0.32 1.23 0.60
H -0.65 -0.95 -1.31
H 0.93 -0.71 -0.83
H 0.22 0.59 -1.70
C -3.71 3.43 -4.09
F -2.82 3.94 -4.94
F -4.27 4.41 -3.41
F -4.58 2.75 -4.81
S -2.69 2.31 -2.90
O -2.18 1.24 -3.74
O -1.65 3.12 -2.29
O -3.57 1.80 -1.86
C -2.06 -0.25 5.69
Cl -2.00 1.37 6.42
Cl -3.73 -0.75 5.47
Cl -1.19 -1.34 6.79
H -1.53 -0.25 4.75
C 2.24 3.06 3.29
C 0.99 3.02 4.17
C -0.13 2.85 3.19
O 0.36 3.35 1.94
C 1.74 3.81 2.10
H 2.60 2.05 3.08
H 3.00 3.45 3.97
H 0.92 3.95 4.73
H 1.19 2.24 4.91
H -1.11 3.23 3.49
H -0.28 1.77 3.08
H 1.66 4.88 2.28
H 2.33 3.62 1.20
C 4.26 0.92 2.05
C 3.04 0.12 1.61
C 3.41 -1.35 1.63
O 4.81 -1.42 1.91
C 5.21 -0.18 2.52
H 4.01 1.51 2.93
H 4.62 1.54 1.23
H 2.66 0.46 0.65
H 2.26 0.30 2.36
H 3.21 -1.76 0.64
H 2.81 -1.90 2.36
H 6.24 0.02 2.24
H 5.26 -0.29 3.61
C 3.56 2.63 -1.48
C 3.37 3.93 -2.27
C 1.95 4.44 -1.94
O 1.38 3.40 -1.14
C 2.12 2.19 -1.28
H 4.02 2.78 -0.50
H 4.12 1.86 -2.01
H 3.36 3.72 -3.34
H 4.13 4.68 -2.06
H 1.29 4.70 -2.77
H 2.02 5.34 -1.32
H 1.66 1.61 -2.09
H 1.94 1.62 -0.36
Br -0.15 -4.17 0.31
C -1.39 -5.70 0.20
C -1.10 -6.51 -1.04
Br -1.36 -5.54 -2.68
H -2.41 -5.32 0.12
H -1.41 -6.28 1.12
H -1.67 -7.44 -1.10
H -0.09 -6.92 -0.99
Br 2.63 -5.55 -2.80
C 2.17 -4.00 -3.87
C 1.60 -2.97 -2.92
Br 1.21 -1.32 -3.92
H 1.40 -4.26 -4.60
H 3.01 -3.62 -4.44
H 2.28 -2.74 -2.10
H 0.66 -3.23 -2.42
```

Summary:
- Kohn-Sham gap (spin up / spin down) (eV) = 7.81 / 7.75
- energy (hartree) = -15406.3700
- HOMO level (spin up / spin down) (eV) = -11.62 / -11.62
- 2S+1 = 5
- E_LUMO (spin up / spin down) (eV) = -3.809 / -3.871
- charge = +1
- <S²> = 6.01
- max |F| (Eh/bohr) = 0.163

Atom charges from the Löwdin analysis, given in e for atoms 1 to 5: 0.808 1.109 0.143 0.094 -0.193

---

Entry 2:
Entry from OMol25: 2 unconnected molecules or ions with the total composition C2H2S at a distorted geometry (ωB97M-V with the def2-TZVPD basis set).

Structure (XYZ):
```
5
Properties=species:S:1:pos:R:3
C 0.33 -0.39 0.01
C 0.44 0.88 0.01
S 2.09 -0.15 0.00
H -0.48 -1.88 -0.01
H 0.25 1.92 0.01
```

Summary:
- Kohn-Sham gap (eV) = 7.42
- energy (hartree) = -475.3865
- HOMO level (eV) = -7.98
- E_LUMO (eV) = -0.559
- energy above the lowest of the compared OMol25 structures with the same formula, charge and spin (eV) = 4.060
- max |F| (Eh/bohr) = 0.094

For each atom in turn, the Löwdin charge in e is: -0.592 -0.325 0.615 0.247 0.055

---

What did the second record say?
Entry from OMol25: 2 unconnected molecules or ions with the total composition C2H2S at a distorted geometry (ωB97M-V with the def2-TZVPD basis set).

Structure (XYZ):
```
5
Properties=species:S:1:pos:R:3
C 0.33 -0.39 0.01
C 0.44 0.88 0.01
S 2.09 -0.15 0.00
H -0.48 -1.88 -0.01
H 0.25 1.92 0.01
```

Summary:
- Kohn-Sham gap (eV) = 7.42
- energy (hartree) = -475.3865
- HOMO level (eV) = -7.98
- E_LUMO (eV) = -0.559
- energy above the lowest of the compared OMol25 structures with the same formula, charge and spin (eV) = 4.060
- max |F| (Eh/bohr) = 0.094

For each atom in turn, the Löwdin charge in e is: -0.592 -0.325 0.615 0.247 0.055

---

Which of these has the highest energy?
C2H2S

---

The lowest energy belongs to which entry?
C24H50AgBr4Cl3F3FeO9S